# 1
{"formula": "C6H8LiO6Sm", "method": "ωB97M-V with the def2-TZVPD basis set", "elements": ["Sm", "O", "O", "C", "C", "O", "C", "H", "H", "H", "H", "Li", "O", "O", "C", "C", "O", "C", "H", "H", "H", "H"], "coordinates": [[2.516705, -0.732593, 1.168667], [1.779732, 1.267800, 1.629462], [0.219378, 1.740387, 0.088005], [0.814486, -2.347449, -0.976581], [2.087197, -1.528484, -0.906107], [-0.300943, 1.750613, 2.356662], [0.597475, 1.609264, 1.555776], [0.571592, -2.726937, -1.978659], [0.834285, -3.201727, -0.285509], [2.123768, -0.822893, -1.752774], [2.917334, -2.239440, -1.056022], [-1.203071, -0.028177, 2.658622], [0.211743, -1.170387, 1.455994], [-0.410828, -1.591192, -0.663336], [-0.941618, 2.217533, -0.277486], [-1.943749, 1.300092, -0.860466], [-1.664662, -0.343556, 0.656480], [-0.629668, -1.083607, 0.511850], [-1.020623, 3.309497, -0.249006], [-2.635955, 1.822901, -1.534336], [-1.520876, 0.624948, -1.610997], [-2.401702, 2.173408, 0.069760]], "forces_ev_per_a": [[-0.2, -0.8, 0.6], [0.9, 0.2, 0.1], [0.5, -0.6, 1.7], [-0.7, -0.4, 0.4], [-0.4, 0.0, -1.1], [0.7, -0.3, -0.6], [-2.2, 0.8, -0.7], [0.3, 0.1, 0.3], [0.0, 0.1, -0.2], [0.1, 0.0, 0.3], [0.1, 0.1, 0.0], [-0.2, 0.1, -0.4], [2.1, -0.4, 1.2], [0.3, -0.3, -0.6], [-1.6, -0.9, -2.3], [2.6, 5.9, -1.7], [1.3, -1.9, 0.9], [-2.5, 2.3, -0.8], [-0.6, -0.1, 0.3], [-0.3, 0.7, 0.3], [-0.4, -2.1, 1.7], [0.2, -2.6, 0.5]], "s2": 8.90, "orbital_gap_ev": [7.9, 9.2], "e_homo_ev": [-16.98, -16.86], "multiplicity": 6, "relative_energy_kcal_mol": 31.6, "max_force_ha_per_bohr": 0.129, "total_charge": 2, "e_tot_ha": -1349.70350}

# 2
{"formula": "C3H6O4Sc", "method": "ωB97M-V with the def2-TZVPD basis set", "elements": ["O", "C", "C", "O", "O", "C", "Sc", "H", "H", "H", "H", "O", "H", "H"], "coordinates": [[-1.332585, -0.277356, 0.133021], [-0.120635, -0.004548, 0.513640], [-1.965708, 0.925486, -0.358744], [2.519482, -2.641964, 0.018240], [0.264177, 1.218976, 0.248812], [-0.812252, 1.937616, -0.395803], [2.698860, -0.911148, 1.074326], [-2.756781, 1.197132, 0.347517], [-2.386974, 0.709887, -1.343782], [-1.005920, 2.842720, 0.185428], [-0.473591, 2.183742, -1.406914], [0.581187, -0.773969, 1.182108], [3.179466, -3.340084, -0.070044], [1.611268, -3.066488, -0.127809]], "forces_ev_per_a": [[2.1, -1.1, 1.1], [-4.5, 3.7, -2.0], [-0.8, 1.0, -0.5], [-1.5, 0.7, 0.7], [1.3, -1.7, 0.9], [-0.8, 0.9, -0.9], [-3.3, -0.2, 0.1], [0.1, -0.2, -0.1], [0.0, 0.0, 0.2], [0.1, -0.2, -0.1], [-0.1, 0.0, 0.2], [5.4, -2.3, 0.8], [0.8, -0.9, -0.4], [1.0, 0.3, 0.0]], "orbital_gap_ev": 5.2, "e_homo_ev": -22.79, "max_force_ha_per_bohr": 0.119, "total_charge": 3, "e_tot_ha": -1178.34787}

# 3
{"formula": "C5H17O6P", "method": "ωB97M-V with the def2-TZVPD basis set", "elements": ["C", "O", "P", "O", "O", "C", "O", "C", "H", "H", "H", "H", "H", "H", "H", "H", "H", "C", "O", "H", "H", "H", "H", "C", "O", "H", "H", "H", "H"], "coordinates": [[1.282531, -3.182530, -1.563888], [1.058444, -1.866068, -2.066000], [0.575476, -0.720208, -1.066243], [1.176052, -0.807838, 0.267648], [0.991794, 0.581224, -1.912412], [0.201039, 1.019378, -2.989709], [-1.017225, -0.765667, -1.006045], [-1.681827, 0.333439, -0.374566], [1.897840, -3.625756, -2.348420], [0.388475, -3.765170, -1.330266], [1.852206, -3.237798, -0.630943], [0.790920, 1.205792, -3.888570], [-0.390131, 1.926114, -2.829869], [-0.546623, 0.271967, -3.283161], [-1.030788, 1.069912, 0.100494], [-2.334867, -0.088259, 0.385598], [-2.231663, 0.917243, -1.113258], [-0.695034, -1.188029, 3.266935], [-0.442707, -2.170186, 2.271866], [0.178389, -0.525754, 3.321516], [-1.579713, -0.588491, 3.040214], [-0.744596, -1.717364, 4.215295], [-0.095951, -1.745148, 1.475298], [0.449271, 2.889716, 1.647154], [0.149203, 3.248853, 0.299371], [1.485792, 2.931764, 1.981567], [-0.195640, 3.577729, 2.209029], [0.087280, 1.881939, 1.841454], [0.422041, 4.139190, 0.079902]], "forces_ev_per_a": [[0.8, -0.9, 0.1], [-1.1, 0.5, 0.8], [0.6, 0.4, -0.5], [0.0, 0.2, 0.0], [-0.3, -0.4, 1.0], [-1.2, -0.1, -1.5], [0.7, 0.0, -0.7], [-0.3, 0.5, 0.4], [-0.3, -0.4, 0.2], [-0.3, 0.3, -0.6], [0.1, 0.7, -0.1], [0.4, -0.1, 0.3], [0.4, 0.1, 0.7], [0.2, -0.1, 0.1], [0.4, -0.4, 0.0], [-0.2, 0.1, -0.1], [-0.2, -0.4, -0.1], [1.1, -0.1, -0.6], [-0.5, -0.2, 0.0], [-0.2, 0.2, 0.1], [-0.2, -0.1, 0.3], [-0.4, 0.1, 0.1], [0.3, 0.2, 0.2], [-1.3, 1.0, 0.2], [0.4, -1.0, -0.6], [0.1, 0.2, -0.4], [0.5, -0.3, 0.8], [0.0, -0.1, -0.3], [0.2, 0.1, 0.3]], "orbital_gap_ev": 10.4, "e_homo_ev": -9.69, "relative_energy_kcal_mol": 7.6, "max_force_ha_per_bohr": 0.037, "total_charge": 0, "e_tot_ha": -993.54022, "smiles": "COP(=O)(OC)OC.CO.CO"}

# 4
{"formula": "C5H7N", "method": "ωB97M-V with the def2-TZVPD basis set", "elements": ["C", "C", "C", "C", "N", "C", "H", "H", "H", "H", "H", "H", "H"], "coordinates": [[2.726759, 0.626028, 0.080836], [1.425699, 0.729628, -0.066230], [0.055907, 0.365552, 0.017518], [-0.138295, -1.143033, -0.056691], [-1.261361, 0.993952, -0.086489], [-2.567610, 0.629829, 0.054305], [3.292766, 1.058988, -0.739596], [3.296792, 0.248413, 0.884072], [-0.751108, -1.477724, -0.920968], [-0.586515, -1.561476, 0.969925], [0.748320, -1.569319, -0.299811], [-3.184233, 1.208075, -0.463891], [-3.057116, -0.108919, 0.627019]], "forces_ev_per_a": [[-1.1, 1.2, -1.7], [-4.6, -0.7, 1.3], [0.5, -0.8, 0.0], [-2.8, 0.0, 1.2], [-1.8, -0.1, -0.2], [8.2, -0.2, 1.1], [0.3, -0.5, -0.2], [0.1, -0.1, 1.2], [-0.4, 0.5, 0.7], [1.0, 0.9, -2.3], [2.9, -1.6, 0.0], [-2.5, 2.8, -2.1], [0.2, -1.4, 0.9]], "orbital_gap_ev": [8.4, 8.4], "e_homo_ev": [-8.27, -8.27], "relative_energy_kcal_mol": 119.4, "max_force_ha_per_bohr": 0.160, "total_charge": 0, "e_tot_ha": -249.28303, "smiles": "C=C=C(C)N=C"}

# 5
{"formula": "H12O6", "method": "ωB97M-V with the def2-TZVPD basis set", "elements": ["O", "H", "H", "O", "H", "H", "O", "H", "H", "O", "H", "H", "O", "H", "H", "O", "H", "H"], "coordinates": [[0.667857, -1.094999, 0.805237], [-0.164241, -1.327452, 0.377958], [0.637217, -0.133894, 0.871035], [1.481541, 4.315328, -1.086382], [1.344063, 5.029481, -1.718895], [0.937988, 3.594748, -1.424473], [1.202658, -4.439963, -2.049617], [0.657973, -5.161691, -2.383409], [0.906997, -4.324555, -1.139531], [-3.179090, 0.460205, 1.213638], [-3.312373, 0.905673, 0.369373], [-2.917211, 1.167816, 1.813384], [3.400850, 3.012826, -0.101581], [2.611831, 2.563723, 0.222065], [3.163521, 3.290244, -0.993603], [-3.140887, -2.399651, 1.333688], [-3.630916, -1.605112, 1.093750], [-3.698271, -2.828949, 1.992487]], "forces_ev_per_a": [[-0.1, 0.2, -0.1], [0.0, -0.1, 0.1], [0.0, -0.2, 0.0], [-0.6, 0.3, -0.5], [0.0, 0.1, 0.1], [-0.1, 0.1, 0.0], [-0.2, -0.1, 0.1], [0.1, 0.1, 0.0], [0.1, 0.1, 0.0], [0.0, 0.3, -0.2], [0.0, 0.0, 0.0], [0.0, -0.2, 0.1], [0.6, -0.7, 0.2], [0.2, 0.2, 0.0], [0.0, 0.1, 0.3], [-0.2, -0.2, 0.0], [0.2, 0.1, 0.1], [0.1, 0.0, -0.1]], "orbital_gap_ev": 10.6, "e_homo_ev": -10.71, "relative_energy_kcal_mol": 45.4, "max_force_ha_per_bohr": 0.018, "total_charge": 0, "e_tot_ha": -458.60019, "smiles": "O.O.O.O.O.O"}